(1)
14
Properties=species:S:1:pos:R:3 method="wB97M-V/def2-TZVPD" e_above_lowest_kj_mol=200.16 smiles="C=CNC.O" homo_lumo_gap_ha=0.31810 total_energy_ev=-6792.98118
C -0.789 1.146 1.227
C -0.712 0.421 0.058
N -1.639 -0.446 -0.399
C -1.329 -1.396 -1.533
H -1.281 0.773 2.116
H -0.025 1.935 1.378
H 0.001 0.867 -0.619
H -2.603 -0.421 -0.096
H -0.686 -0.929 -2.273
H -0.732 -2.271 -1.276
H -2.247 -1.654 -2.044
O 3.959 1.002 1.053
H 3.708 0.251 0.505
H 4.374 0.723 1.903

(2)
15
Properties=species:S:1:pos:R:3 method="wB97M-V/def2-TZVPD" e_above_lowest_kj_mol=37.46 homo_lumo_gap_ha="0.28334 / 0.18472" spin_multiplicity=6 total_charge=+1 s_squared=8.7795 total_energy_ev=-52271.71651
O -0.571 -0.455 1.580
O 0.640 0.519 0.002
C -0.068 1.241 -1.419
C -0.464 2.679 -1.137
O -1.133 2.786 0.085
C 0.199 -0.623 0.566
H 0.743 1.129 -2.148
H -0.938 0.588 -1.579
H -1.105 3.021 -1.972
H 0.447 3.310 -1.154
O 1.206 -1.975 -1.107
O 0.216 -2.994 0.594
C 0.552 -1.932 -0.017
Co -0.675 1.441 1.251
Li 1.147 -3.914 -0.857